Run one
{
  "formula": "C10H16O",
  "method": "the ωB97M-V functional and the def2-TZVPD basis",
  "symbols": ["C", "C", "H", "H", "H", "H", "H", "H", "C", "C", "C", "C", "C", "C", "C", "C", "O", "H", "H", "H", "H", "H", "H", "H", "H", "H", "H"],
  "positions_angstrom": [[-2.96, 0.80, -0.64], [-3.79, 0.60, -1.93], [-1.99, 0.31, -0.78], [-2.83, 1.84, -0.40], [-3.53, 0.42, 0.20], [-4.33, 1.49, -2.22], [-4.57, -0.15, -1.81], [-3.14, 0.25, -2.73], [2.28, -1.94, 0.04], [1.34, -2.84, -0.76], [1.67, -0.69, 0.60], [0.81, 0.12, -0.20], [2.13, -0.24, 1.86], [0.42, 1.32, 0.27], [1.91, 1.06, 2.22], [0.97, 1.83, 1.48], [0.75, 3.05, 1.89], [2.79, -2.50, 0.82], [3.15, -1.62, -0.54], [1.82, -3.76, -1.07], [0.53, -0.29, -1.15], [2.90, -0.67, 2.50], [-0.38, 1.87, -0.21], [2.53, 1.61, 2.92], [0.18, 3.58, 1.30], [0.82, -2.33, -1.57], [0.54, -3.12, -0.07]],
  "mulliken_charge": [-0.208, -0.951, -0.276, 0.238, 0.371, 0.271, 0.280, 0.297, -0.644, -1.123, 0.776, -0.678, -0.597, -0.311, -0.463, 0.892, -0.419, 0.392, 0.357, 0.356, 0.394, 0.346, 0.241, 0.423, 0.364, 0.317, 0.353],
  "homo_ev": [-13.80, -14.41],
  "charge": 1,
  "homo_lumo_gap_ev": [10.11, 7.12],
  "spin_multiplicity": 2
}



Run two
{
  "formula": "C10H16O",
  "method": "the ωB97M-V functional and the def2-TZVPD basis",
  "symbols": ["C", "C", "C", "C", "C", "C", "C", "C", "O", "H", "H", "H", "H", "H", "H", "H", "H", "H", "H", "C", "C", "H", "H", "H", "H", "H", "H"],
  "positions_angstrom": [[1.07, -2.32, -1.10], [-0.13, -3.07, -1.72], [0.65, -1.65, 0.30], [1.10, -2.13, 1.62], [-0.12, -0.57, 0.11], [0.47, -1.55, 2.68], [-0.72, 0.01, 1.29], [-0.53, -0.58, 2.50], [-1.00, 0.04, 3.62], [1.96, -2.87, -0.94], [1.21, -1.54, -1.83], [-1.00, -3.06, -0.96], [1.76, -2.97, 1.56], [-0.43, -0.02, -0.77], [0.69, -2.02, 3.66], [-1.19, 1.02, 1.19], [-1.60, 0.77, 3.43], [0.11, -4.08, -2.06], [-0.53, -2.30, -2.38], [-0.77, 3.25, -1.70], [0.33, 3.91, -0.80], [-1.19, 4.12, -2.22], [-0.32, 2.58, -2.49], [-1.53, 2.74, -1.16], [-0.17, 4.55, -0.08], [1.01, 4.56, -1.52], [0.85, 3.19, -0.21]],
  "mulliken_charge": [-0.774, -0.920, 0.690, -0.670, -0.648, -0.351, -0.095, 0.582, -0.396, 0.502, 0.319, 0.280, 0.459, 0.412, 0.374, 0.242, 0.356, 0.307, 0.322, -0.822, -0.807, 0.336, 0.220, 0.264, 0.275, 0.275, 0.269],
  "homo_ev": [-14.40, -14.51],
  "charge": 1,
  "homo_lumo_gap_ev": [10.43, 6.66],
  "spin_multiplicity": 2
}



Energy ordering: run one at the bottom, the next structure 0.0538 hartree above.



Run one
{
  "formula": "C3H4ClNO2",
  "method": "the ωB97M-V functional and the def2-TZVPD basis",
  "symbols": ["O", "C", "N", "O", "C", "C", "Cl", "H", "H", "H", "H"],
  "positions_angstrom": [[1.33, -0.03, 1.40], [0.60, -1.01, 1.07], [-0.58, -0.93, 0.31], [-1.19, -2.31, 0.40], [-1.24, 0.11, -0.14], [-0.84, 1.14, -0.85], [0.95, 1.57, -1.02], [0.75, -2.05, 1.09], [-1.34, -2.67, -0.41], [-2.27, 0.01, 0.24], [-1.59, 1.91, -0.62]],
  "mulliken_charge": [-0.541, 0.063, 0.087, -0.452, -0.146, -0.275, -0.148, 0.452, 0.314, 0.330, 0.317],
  "homo_ev": -9.55,
  "charge": 0,
  "smiles": "O=CN(O)/C=C\\Cl",
  "homo_lumo_gap_ev": 9.69
}



Run two
{
  "formula": "C3H4ClNO2",
  "method": "the ωB97M-V functional and the def2-TZVPD basis",
  "symbols": ["C", "C", "C", "N", "O", "O", "Cl", "H", "H", "H", "H"],
  "positions_angstrom": [[-0.08, -0.79, -0.91], [-0.54, -0.23, 0.37], [0.81, -0.71, 0.28], [-0.37, 1.91, 0.32], [-1.21, 2.47, 0.90], [0.49, 2.14, -0.40], [0.97, -2.28, 1.22], [-0.49, -1.81, -1.35], [0.18, 0.02, -1.78], [-1.44, -0.51, 0.90], [1.69, -0.21, 0.45]],
  "mulliken_charge": [-0.409, -0.252, -0.096, 0.724, -0.482, -0.453, -0.237, 0.254, 0.190, 0.363, 0.396],
  "homo_ev": -9.25,
  "charge": 0,
  "homo_lumo_gap_ev": 8.74
}



Energy ordering: run one at the bottom, the next structure 0.0830 hartree above.



Run one
{
  "formula": "C6H4N2O",
  "method": "the ωB97M-V functional and the def2-TZVPD basis",
  "symbols": ["C", "C", "C", "C", "C", "C", "H", "H", "H", "H", "N", "N", "O"],
  "positions_angstrom": [[1.09, 0.31, -0.38], [0.62, -0.99, -0.66], [-0.63, -1.52, 0.02], [-1.79, -0.57, 0.07], [-2.65, 0.25, 0.31], [2.56, 0.60, -0.35], [0.47, 2.10, 1.73], [-0.84, 0.89, 0.23], [1.21, -1.87, -1.20], [-3.17, 1.26, 0.29], [0.06, 1.42, -0.13], [3.66, 0.89, -0.50], [-0.59, -2.76, 0.58]],
  "mulliken_charge": [0.465, -0.307, 0.476, -0.240, -0.121, 0.106, 0.173, 0.319, 0.297, 0.354, -0.661, -0.345, -0.517],
  "homo_ev": -9.82,
  "charge": 0,
  "homo_lumo_gap_ev": 7.41
}



Run two
{
  "formula": "C6H4N2O",
  "method": "the ωB97M-V functional and the def2-TZVPD basis",
  "symbols": ["N", "C", "C", "C", "C", "N", "C", "C", "O", "H", "H", "H", "H"],
  "positions_angstrom": [[-3.24, -0.58, -0.55], [-2.17, -1.04, -0.01], [-0.82, -1.15, 0.49], [0.02, -0.05, 0.21], [-0.50, 1.36, 0.02], [-0.84, 2.46, 0.12], [1.57, -0.13, 0.56], [2.49, -0.99, -0.30], [2.25, 0.47, -0.54], [-0.58, -2.25, 0.98], [1.65, -0.02, 1.65], [3.68, -1.08, 0.00], [2.26, -1.54, -1.21]],
  "mulliken_charge": [-0.419, 0.162, -0.139, 0.325, -0.002, -0.363, -0.011, -0.284, -0.404, 0.289, 0.361, 0.206, 0.281],
  "homo_ev": -10.39,
  "charge": 0,
  "smiles": "N#C/C=C(\\C#N)[C@H]1CO1",
  "homo_lumo_gap_ev": 9.14
}



Energy ordering: run two at the bottom, the next structure 0.1657 hartree above.



Run one
{
  "formula": "C4H9S",
  "method": "the ωB97M-V functional and the def2-TZVPD basis",
  "symbols": ["C", "S", "H", "H", "H", "C", "C", "C", "H", "H", "H", "H", "H", "H"],
  "positions_angstrom": [[-2.51, 1.33, 2.09], [-0.95, 1.18, 1.15], [-2.59, 0.55, 2.85], [-2.48, 2.26, 2.67], [-3.42, 1.23, 1.50], [0.27, -1.14, -1.16], [1.70, -0.98, -1.50], [2.47, 0.02, -1.05], [0.20, -1.93, -0.39], [-0.08, -0.23, -0.65], [-0.41, -1.39, -1.97], [2.28, -1.86, -1.81], [3.50, 0.15, -1.33], [2.03, 0.78, -0.40]],
  "mulliken_charge": [-0.829, -0.612, 0.196, 0.200, 0.207, -0.547, -0.084, -0.597, 0.207, -0.114, 0.276, 0.233, 0.256, 0.206],
  "homo_ev": -2.17,
  "charge": -1,
  "homo_lumo_gap_ev": 6.21
}



Run two
{
  "formula": "C4H9S",
  "method": "the ωB97M-V functional and the def2-TZVPD basis",
  "symbols": ["S", "H", "C", "C", "C", "C", "H", "H", "H", "H", "H", "H", "H", "H"],
  "positions_angstrom": [[-1.35, 2.25, 0.48], [-2.13, 3.23, 1.03], [-0.75, -1.07, 0.64], [0.36, -0.63, -0.32], [0.38, -0.87, -1.63], [1.28, 0.39, 0.30], [-0.32, -1.58, 1.50], [-1.53, -1.68, 0.12], [-1.25, -0.15, 1.04], [1.24, -0.66, -2.29], [-0.43, -1.38, -2.18], [2.07, 0.72, -0.45], [1.70, 0.04, 1.24], [0.73, 1.39, 0.53]],
  "mulliken_charge": [-0.800, -0.055, -0.876, 0.758, -0.879, -0.916, 0.265, 0.269, 0.139, 0.248, 0.222, 0.254, 0.269, 0.102],
  "homo_ev": -2.70,
  "charge": -1,
  "homo_lumo_gap_ev": 6.78
}



Run three
{
  "formula": "C4H9S",
  "method": "the ωB97M-V functional and the def2-TZVPD basis",
  "symbols": ["C", "S", "H", "H", "H", "C", "C", "C", "H", "H", "H", "H", "H", "H"],
  "positions_angstrom": [[2.31, -1.49, 0.71], [1.68, -2.25, 2.27], [3.38, -1.31, 0.82], [2.15, -2.13, -0.15], [1.75, -0.57, 0.55], [-1.19, 1.98, -0.30], [-1.75, 0.58, -0.33], [-1.09, -0.41, -0.89], [-0.81, 2.22, -1.29], [-1.99, 2.69, -0.07], [-0.41, 2.09, 0.46], [-2.74, 0.42, 0.08], [-1.23, -1.46, -0.64], [-0.06, -0.35, -1.22]],
  "mulliken_charge": [-0.515, -0.794, 0.233, 0.152, -0.073, -1.029, 0.120, -0.776, 0.310, 0.317, 0.261, 0.330, 0.277, 0.188],
  "homo_ev": -1.98,
  "charge": -1,
  "homo_lumo_gap_ev": 5.58
}



Energy ordering: run two at the bottom, the next structure 0.0184 hartree above.



Run one
{
  "formula": "C6H12ClN",
  "method": "the ωB97M-V functional and the def2-TZVPD basis",
  "symbols": ["C", "N", "C", "C", "C", "C", "C", "Cl", "H", "H", "H", "H", "H", "H", "H", "H", "H", "H", "H", "H"],
  "positions_angstrom": [[0.83, -1.89, -0.41], [1.30, -0.58, -0.34], [1.55, -0.03, 1.00], [0.42, 0.52, 0.19], [0.65, 1.85, -0.51], [-0.97, 0.20, 0.61], [-2.03, 0.08, -0.51], [-3.63, -0.20, 0.20], [1.69, -2.49, -0.69], [0.13, -2.03, -1.24], [0.46, -2.33, 0.54], [2.40, 0.59, 1.28], [1.32, -0.67, 1.79], [-0.04, 1.92, -1.36], [0.50, 2.66, 0.19], [1.70, 1.86, -0.82], [-1.07, -0.69, 1.24], [-1.30, 1.03, 1.28], [-1.87, -0.75, -1.23], [-2.04, 0.93, -1.18]],
  "mulliken_charge": [-0.893, -0.310, -0.853, 1.182, -1.448, -1.044, -0.273, -0.219, 0.316, 0.293, 0.303, 0.259, 0.335, 0.318, 0.300, 0.391, 0.379, 0.419, 0.230, 0.314],
  "homo_ev": -8.94,
  "charge": 0,
  "smiles": "CN1C[C@]1(C)CCCl",
  "homo_lumo_gap_ev": 9.93
}



Run two
{
  "formula": "C6H12ClN",
  "method": "the ωB97M-V functional and the def2-TZVPD basis",
  "symbols": ["C", "C", "C", "N", "Cl", "C", "C", "C", "H", "H", "H", "H", "H", "H", "H", "H", "H", "H", "H", "H"],
  "positions_angstrom": [[-0.71, 1.29, 1.27], [0.03, 0.81, 0.07], [-0.56, 1.21, -1.27], [1.47, 0.76, 0.33], [2.54, 1.54, -0.74], [0.78, -0.51, 0.02], [0.75, -1.65, 1.12], [0.85, -1.14, -1.35], [-0.86, 2.38, 1.15], [-0.23, 0.91, 2.06], [-1.80, 0.85, 1.21], [-1.34, 0.54, -1.51], [0.20, 1.16, -1.95], [-1.02, 2.19, -1.16], [0.95, -1.36, 2.10], [1.44, -2.42, 0.89], [-0.23, -1.96, 1.00], [-0.16, -1.05, -1.82], [1.22, -2.10, -1.30], [1.60, -0.58, -2.09]],
  "mulliken_charge": [-1.585, 1.428, -1.808, -0.462, -0.136, 1.016, -1.849, -1.257, 0.374, 0.506, 0.224, 0.396, 0.478, 0.422, 0.435, 0.473, 0.404, 0.218, 0.467, 0.255],
  "homo_ev": -9.01,
  "charge": 0,
  "smiles": "CC1(C)N(Cl)C1(C)C",
  "homo_lumo_gap_ev": 9.90
}



Energy ordering: run one at the bottom, the next structure 0.0528 hartree above.



Run one
{
  "formula": "C2H5NO4",
  "method": "the ωB97M-V functional and the def2-TZVPD basis",
  "symbols": ["C", "N", "C", "O", "O", "O", "O", "H", "H", "H", "H", "H"],
  "positions_angstrom": [[-0.48, -0.70, 0.12], [1.14, 0.14, 0.51], [-1.03, 0.47, -0.45], [1.02, 1.54, 0.81], [1.86, 0.07, -0.73], [-2.34, -0.90, -0.30], [-1.25, 1.54, -0.77], [1.33, 1.63, 1.72], [2.79, 0.07, -0.48], [-2.30, -1.50, -1.05], [-0.07, -1.43, -0.56], [-0.67, -0.94, 1.16]],
  "mulliken_charge": [-0.265, -0.275, 0.776, -0.421, -0.414, -0.686, -0.246, 0.345, 0.335, 0.290, 0.301, 0.260],
  "homo_ev": -8.39,
  "charge": 0,
  "homo_lumo_gap_ev": 8.70
}



Run two
{
  "formula": "C2H5NO4",
  "method": "the ωB97M-V functional and the def2-TZVPD basis",
  "symbols": ["O", "C", "N", "O", "H", "H", "H", "O", "C", "O", "H", "H"],
  "positions_angstrom": [[1.08, 0.92, 1.39], [-0.12, 0.56, 1.02], [-0.76, -0.53, 0.96], [-0.06, -1.74, 1.21], [1.42, 0.01, 1.53], [-0.94, 1.29, 0.80], [-0.53, -2.51, 0.79], [1.00, -0.45, -1.32], [0.26, 0.51, -1.19], [-0.96, 0.53, -1.79], [0.71, 1.58, -0.97], [-1.11, -0.19, -2.43]],
  "mulliken_charge": [-0.420, -0.066, -0.310, -0.401, 0.394, 0.428, 0.334, -0.520, 0.357, -0.431, 0.307, 0.328],
  "homo_ev": -9.84,
  "charge": 0,
  "smiles": "O/C=N\\O.O=CO",
  "homo_lumo_gap_ev": 10.51
}



Run three
{
  "formula": "C2H5NO4",
  "method": "the ωB97M-V functional and the def2-TZVPD basis",
  "symbols": ["O", "C", "N", "C", "O", "O", "H", "H", "H", "O", "H", "H"],
  "positions_angstrom": [[-1.68, 0.81, -0.74], [-1.09, -0.16, -0.13], [0.12, -0.53, -0.52], [1.01, -0.29, -1.73], [1.58, -1.26, -2.23], [1.11, 1.03, -1.91], [-1.70, -0.78, 0.52], [0.37, -1.50, -0.15], [0.26, 1.28, -1.45], [-0.85, 0.29, 5.56], [-0.35, 0.93, 5.16], [-0.24, -0.43, 5.29]],
  "mulliken_charge": [-0.638, 0.226, -0.285, 0.551, -0.487, -0.432, 0.382, 0.291, 0.392, -0.610, 0.297, 0.313],
  "homo_ev": -10.94,
  "charge": 0,
  "smiles": "O=CNC(=O)O.O",
  "homo_lumo_gap_ev": 11.05
}



Energy ordering: run three at the bottom, the next structure 0.0964 hartree above.